{
  "formula": "C28H32F12MnN5O7PS2",
  "method": "the ωB97M-V functional and the def2-TZVPD basis",
  "elements": ["Mn", "C", "C", "C", "C", "C", "N", "C", "C", "C", "C", "C", "C", "C", "C", "O", "C", "F", "F", "F", "C", "F", "F", "F", "C", "C", "C", "O", "C", "F", "F", "F", "C", "F", "F", "F", "H", "H", "H", "H", "H", "H", "H", "H", "H", "H", "H", "H", "O", "S", "O", "O", "S", "N", "C", "P", "O", "O", "C", "N", "H", "H", "H", "H", "H", "H", "H", "H", "H", "H", "N", "C", "N", "C", "C", "C", "C", "C", "H", "H", "H", "H", "H", "H", "H", "H", "H", "H"],
  "coordinates": [[-0.735374, -0.134176, -0.353157], [-2.835804, -3.274143, 5.669801], [-2.155744, -2.518794, 4.560892], [-0.925199, -1.902719, 4.730866], [-0.307925, -1.237818, 3.691126], [-0.884910, -1.146086, 2.413680], [-0.151744, -0.557718, 1.369315], [0.997501, 0.194899, 1.727903], [2.166007, -0.481547, 2.059359], [3.300300, 0.206000, 2.452845], [3.298172, 1.594923, 2.507007], [4.520683, 2.367230, 2.923537], [2.136970, 2.264767, 2.140467], [0.988867, 1.594088, 1.731010], [-0.255701, 2.368875, 1.258197], [-1.084463, 1.690654, 0.402613], [-1.101637, 2.743102, 2.509552], [-2.129186, 3.555462, 2.166528], [-1.629763, 1.647436, 3.048619], [-0.400868, 3.370893, 3.460786], [0.153191, 3.688128, 0.522679], [-0.893079, 4.191582, -0.161735], [1.124590, 3.471375, -0.369074], [0.566452, 4.668621, 1.344297], [-2.177955, -1.674921, 2.267371], [-2.756535, -2.378317, 3.322123], [-2.972703, -1.499554, 0.982708], [-2.389090, -0.692790, 0.038009], [-4.333692, -0.773936, 1.266936], [-5.039359, -1.254904, 2.295299], [-4.083696, 0.523185, 1.559936], [-5.125631, -0.793516, 0.196666], [-3.273513, -2.889400, 0.333030], [-3.556421, -2.783211, -0.956550], [-4.322229, -3.488481, 0.938022], [-2.227147, -3.712609, 0.464309], [-2.159170, -3.430434, 6.509659], [-3.179592, -4.251675, 5.328766], [-3.707944, -2.731824, 6.040736], [-0.425525, -1.946867, 5.692124], [0.651943, -0.784330, 3.879164], [2.152290, -1.564465, 2.026059], [4.195426, -0.342141, 2.725254], [5.272476, 1.709945, 3.358975], [4.270454, 3.130786, 3.660854], [4.974009, 2.875282, 2.069823], [2.145855, 3.345484, 2.175056], [-3.723319, -2.836953, 3.174140], [0.793895, -3.493548, -3.406123], [0.173423, -2.239153, -3.110171], [0.831183, -1.040071, -3.584904], [-1.272037, -2.247320, -3.691057], [-0.035318, -2.264733, -1.079000], [-1.372365, 0.215203, -4.861067], [-2.437861, 1.131090, -4.451750], [-2.712559, 0.999306, -2.656528], [-4.013053, 0.385144, -2.305209], [-1.382351, 0.485123, -2.105247], [-2.861154, 2.724922, -2.033738], [-3.322585, 2.546274, -0.627945], [-0.511165, 0.420076, -4.357956], [-1.186439, 0.280696, -5.853313], [-1.452631, -1.400709, -4.216744], [-3.380555, 0.842047, -4.917105], [-2.239813, 2.179051, -4.712303], [-3.625103, 3.254303, -2.602078], [-1.928426, 3.282043, -2.028879], [-2.480936, 2.244745, -0.047140], [-4.010962, 1.780559, -0.613339], [-3.725925, 3.385952, -0.222994], [1.065814, 0.516373, -0.988562], [2.085839, 0.359582, -1.509002], [3.268922, 0.211347, -2.022712], [3.537456, 0.395109, -3.458559], [3.808241, -0.936381, -4.146501], [4.864186, -1.749243, -3.399574], [4.458668, -1.932691, -1.938550], [4.268739, -0.577314, -1.279044], [4.418387, 1.041857, -3.520789], [2.694208, 0.920929, -3.900479], [4.127005, -0.734096, -5.171202], [2.878197, -1.503797, -4.192929], [5.834788, -1.241780, -3.445440], [4.987827, -2.719910, -3.880675], [5.216718, -2.492617, -1.387068], [3.522240, -2.495898, -1.878938], [5.201591, -0.004809, -1.306557], [3.943639, -0.647047, -0.244411]],
  "forces_ev_per_angstrom": [[-0.319, -0.092, 0.355], [0.003, -0.007, 0.005], [0.003, -0.002, -0.004], [0.008, 0.015, 0.003], [-0.014, -0.042, 0.029], [0.020, 0.020, -0.012], [0.038, -0.083, -0.102], [-0.112, 0.092, 0.004], [0.053, 0.005, -0.008], [0.008, -0.015, -0.036], [-0.010, 0.000, 0.005], [0.011, 0.005, 0.007], [0.005, 0.016, -0.022], [0.008, -0.010, -0.039], [0.030, 0.026, 0.190], [0.099, -0.059, -0.219], [-0.008, -0.053, 0.010], [-0.012, -0.011, -0.005], [0.020, 0.011, 0.002], [-0.001, 0.019, -0.013], [0.078, -0.020, 0.074], [-0.024, 0.045, 0.014], [-0.027, -0.010, -0.009], [-0.001, -0.010, -0.030], [0.064, 0.001, -0.016], [-0.012, -0.039, -0.020], [-0.031, 0.051, 0.029], [-0.021, 0.005, -0.112], [0.083, 0.129, 0.086], [-0.036, -0.044, -0.034], [0.030, -0.004, -0.049], [0.009, 0.017, -0.051], [-0.013, 0.002, 0.046], [-0.017, -0.001, -0.028], [-0.013, -0.014, -0.010], [-0.024, -0.045, 0.030], [0.001, 0.003, -0.003], [0.000, 0.003, -0.005], [0.001, 0.001, -0.003], [-0.003, -0.002, -0.002], [-0.012, -0.004, 0.006], [0.002, 0.007, -0.011], [-0.006, 0.002, 0.000], [-0.004, -0.002, -0.002], [-0.003, -0.002, 0.000], [-0.006, -0.004, -0.001], [0.006, 0.001, 0.001], [0.005, -0.001, -0.003], [0.041, -0.039, -0.011], [-0.212, 0.054, 0.048], [-0.040, -0.007, 0.097], [0.012, -0.094, -0.109], [0.058, 0.171, 0.053], [-0.087, -0.004, 0.053], [-0.014, 0.045, -0.110], [-0.082, -0.055, -0.017], [0.034, 0.003, 0.024], [0.105, -0.121, 0.039], [-0.047, 0.062, -0.014], [-0.201, 0.017, -0.050], [-0.081, -0.116, -0.047], [-0.030, 0.005, -0.046], [0.174, 0.202, 0.138], [0.017, 0.013, -0.046], [0.011, -0.002, 0.005], [0.003, 0.020, 0.020], [-0.019, -0.025, -0.022], [0.134, -0.065, 0.087], [-0.022, -0.011, -0.011], [0.017, 0.006, 0.009], [0.218, 0.094, -0.061], [-0.002, -0.037, -0.127], [0.017, -0.072, 0.069], [0.049, 0.048, 0.001], [-0.011, -0.079, -0.008], [-0.014, 0.017, -0.002], [0.001, -0.029, 0.006], [0.027, 0.112, -0.050], [-0.016, 0.022, -0.031], [-0.029, -0.048, -0.001], [0.023, 0.003, -0.003], [0.121, 0.061, -0.029], [0.009, -0.001, 0.006], [0.005, 0.003, 0.001], [0.007, 0.000, -0.011], [0.006, 0.001, 0.011], [0.004, -0.020, 0.040], [-0.040, -0.035, 0.054]],
  "mulliken_charge": [-1.13, -1.45, 0.28, -1.57, -0.68, 1.36, 1.35, -0.99, -0.04, -0.98, 0.66, -1.62, -0.73, -0.64, 1.75, 0.97, 0.16, -0.30, -0.10, -0.29, 0.31, -0.27, -0.15, -0.27, -0.86, -0.79, 1.75, 0.15, 0.09, -0.30, -0.19, -0.27, 0.53, -0.19, -0.30, -0.23, 0.37, 0.36, 0.29, 0.34, 0.35, 0.47, 0.40, 0.39, 0.39, 0.30, 0.65, 0.60, -0.64, 1.11, -0.60, -0.45, -0.46, -0.46, -0.82, 1.06, -0.96, -0.54, -0.90, 0.12, -0.02, 0.24, 0.46, 0.44, 0.38, 0.58, 0.31, -0.71, 0.32, 0.46, 0.59, 0.42, 0.00, -0.87, -0.08, -0.96, -0.38, -0.34, 0.45, 0.36, 0.40, 0.00, 0.33, 0.39, 0.43, 0.15, 0.32, -0.01],
  "orbital_gap_ev": [6.0, 7.3],
  "molar_mass_g_mol": 928.614,
  "multiplicity": 4,
  "s_squared": 3.927,
  "max_force_ev_per_a": 0.5,
  "homo_ev": [-7.56, -7.66],
  "e_tot_ha": -5373.9827
}